101
Properties=species:S:1:pos:R:3:forces:R:3 method="wB97M-V/def2-TZVPD" lumo_ev=-1.03 e_tot_ha=-4351.7974
C -1.63076 -3.43447 10.12011 0.32 -1.03 -0.10
C -1.90072 -4.79782 9.34689 1.02 1.91 -0.48
C -1.03765 -4.72492 8.00104 -1.10 -0.99 0.67
C -1.88876 -5.37995 6.83988 0.03 0.88 -0.19
C -2.29703 -4.26568 5.79485 0.70 -0.84 -0.98
C -1.49860 -4.41930 4.43153 -1.05 1.56 0.64
C -1.96216 -3.23810 3.49162 0.53 -1.20 -0.28
C -1.30905 -3.47762 2.05755 -1.27 0.03 0.57
C -2.47747 -3.77836 1.02503 1.17 0.93 -1.20
C -2.75799 -2.43064 0.23592 0.02 -0.27 0.57
C -3.41886 -1.31199 1.13060 0.44 0.22 -1.32
C -4.07412 -0.20168 0.21588 0.10 -0.34 0.59
C -4.31191 1.17499 0.94718 -0.18 -0.14 -0.55
C -3.45995 2.35090 0.32647 -0.47 -0.19 1.13
C -1.93082 2.21366 0.70661 -0.40 1.11 -0.74
C -0.99111 2.63171 -0.50209 -0.17 -0.92 1.45
C -1.09121 1.55504 -1.62780 -0.37 0.07 -1.24
C -0.50721 1.99063 -3.03025 0.16 -0.33 -0.04
C -0.90943 3.42739 -3.47989 -0.99 -0.45 -0.57
C -0.29449 3.85634 -4.85702 1.01 0.60 0.59
C 1.12049 3.26506 -5.12373 0.27 -0.61 -0.10
Br -1.55056 3.52263 -6.38379 0.51 -0.01 0.61
C -0.94837 0.87829 -4.07453 0.16 0.51 1.24
C -0.31676 -0.47969 -3.63147 -0.38 -0.27 -2.46
N -0.70393 -0.88765 -2.24331 -0.77 0.51 -0.58
C -0.47821 0.16122 -1.21022 0.59 1.80 2.09
C 1.02595 0.37586 -0.78162 -0.21 -0.66 0.13
C 2.02340 -0.75024 -1.21181 0.73 0.39 1.25
C 3.44143 -0.48750 -0.50977 0.80 0.17 -1.19
N 3.62872 0.91519 -0.10777 -0.35 -0.38 0.13
H -0.52056 -3.28132 10.10112 -0.92 0.04 0.45
H -2.08491 -2.56678 9.58529 0.20 -0.74 0.36
H -2.02883 -3.49398 11.15911 0.44 0.28 -0.68
H -2.98557 -4.79928 9.10439 0.73 -0.48 0.18
H -1.56867 -5.68474 9.92677 -0.58 0.59 -0.20
H -0.80084 -3.65210 7.81100 -0.24 -0.82 -0.16
H -0.06205 -5.25154 8.15145 -0.79 0.38 -0.10
H -2.84100 -5.82116 7.22563 0.92 0.27 0.00
H -1.33132 -6.22574 6.36382 -0.42 0.82 0.12
H -3.38162 -4.31526 5.52934 0.74 -0.08 0.27
H -2.11533 -3.23344 6.17988 -0.11 -0.83 -0.08
H -1.74039 -5.40554 3.96768 0.28 0.72 0.26
H -0.39858 -4.30774 4.56906 -0.68 -0.37 0.10
H -1.70908 -2.24166 3.92057 0.03 -0.75 -0.20
H -3.08109 -3.28601 3.44432 0.91 0.15 -0.16
H -0.72042 -2.56946 1.76968 -0.49 -0.75 -0.04
H -0.59584 -4.33210 2.12186 -0.54 0.60 -0.05
H -2.16194 -4.51634 0.24091 -0.17 0.41 0.81
H -3.38635 -4.17953 1.52185 0.59 0.34 -0.27
H -1.74244 -2.06423 -0.08292 -0.85 -0.31 0.20
H -3.33444 -2.60628 -0.70892 0.11 0.07 0.83
H -4.15976 -1.78867 1.81064 0.47 0.56 -0.36
H -2.60895 -0.80827 1.71050 -0.65 -0.56 -0.02
H -5.02284 -0.63487 -0.18654 0.67 0.52 0.19
H -3.40376 -0.00922 -0.65991 -0.42 -0.26 0.53
H -4.06334 1.07377 2.03131 -0.11 0.11 -0.75
H -5.40338 1.40424 0.89671 0.83 0.04 0.04
H -3.64073 2.45230 -0.77167 0.19 -0.25 0.78
H -3.85303 3.29110 0.79535 0.41 -0.66 -0.54
H -1.74739 2.96034 1.51824 0.02 -0.89 -0.41
H -1.70785 1.19055 1.08494 -0.04 0.73 -0.22
H -1.30064 3.65374 -0.81131 0.12 -0.88 -0.16
H 0.03338 2.73753 -0.06360 -0.63 -0.15 -0.73
H -2.18974 1.36441 -1.80257 0.82 0.30 0.13
H 0.60768 1.94050 -2.98190 -0.72 0.11 0.10
H -0.68142 4.22473 -2.73519 0.16 -0.80 -0.45
H -2.02762 3.43523 -3.59696 0.86 0.13 0.19
H -0.18513 4.96829 -4.82277 -0.30 -0.96 -0.33
H 1.49889 3.44334 -6.15739 -0.41 0.18 0.85
H 1.16060 2.15158 -4.98386 -0.14 1.00 -0.23
H 1.87547 3.67012 -4.39972 -0.72 -0.10 -0.61
H -2.06273 0.80920 -4.05250 0.66 -0.02 -0.13
H -0.64937 1.15320 -5.11506 -0.17 -0.54 0.90
H -0.73880 -1.27373 -4.30480 0.47 0.53 0.63
H 0.77777 -0.48296 -3.80848 -0.66 0.06 0.68
H -1.72402 -1.03523 -2.28198 0.26 0.03 0.11
H -0.32418 -1.80794 -1.98790 0.31 0.47 0.04
H -1.05809 -0.16038 -0.30550 0.56 -0.03 -0.93
H 1.35817 1.39932 -1.07542 -0.06 -1.09 0.02
H 1.03612 0.39166 0.33940 0.00 0.06 -0.94
H 2.23724 -0.80251 -2.30086 -0.52 -0.02 0.66
H 1.68179 -1.73939 -0.79988 0.08 0.68 -0.71
H 4.22487 -0.70738 -1.28673 -0.71 -0.24 0.67
H 3.64181 -1.19080 0.32688 -0.44 0.60 -0.39
H 4.15492 1.00942 0.75160 0.03 -0.02 -0.25
H 4.06526 1.46537 -0.84410 0.03 -0.11 0.27
C 6.75315 3.64731 -6.70484 0.27 -0.26 0.09
C 6.69090 5.04432 -6.10512 -0.11 0.30 -0.22
O 5.54804 5.27993 -5.30908 -0.65 -0.70 -0.54
C 5.55886 4.83377 -3.91799 1.56 1.05 0.81
O 6.61243 5.24968 -3.27209 -0.56 -0.74 0.10
C 5.33522 3.29043 -3.77601 0.29 0.45 -0.82
F 4.41910 2.83060 -4.67814 -0.27 -0.36 0.04
F 4.81750 2.97942 -2.55778 -0.06 -0.06 0.18
F 6.42875 2.52823 -3.93121 -0.14 -0.07 0.28
H 5.76516 3.31203 -7.02667 0.01 0.10 -0.06
H 7.43093 3.63389 -7.56362 -0.05 0.05 -0.03
H 7.13681 2.92360 -5.98845 -0.04 -0.01 -0.05
H 6.60554 5.75258 -6.93623 -0.08 0.08 0.08
H 7.61851 5.29862 -5.58504 -0.11 -0.13 0.27
H 4.57632 5.22798 -3.57466 -0.31 0.12 -0.02

---

98
Properties=species:S:1:pos:R:3:forces:R:3 method="wB97M-V/def2-TZVPD" lumo_ev=-6.48 total_charge=+2 e_tot_ha=-3328.9106
Ti 0.59631 -0.89283 -0.18012 -5.34 1.83 1.95
C 0.43336 0.92568 1.35372 -0.27 0.38 -1.57
C 0.49871 1.34141 -0.06918 -0.30 -1.13 0.83
C -1.72725 1.10926 0.55128 0.47 -0.04 -0.80
C -0.95698 0.84592 1.69652 0.82 -0.06 -0.53
C -0.87077 1.29900 -0.56928 0.42 0.57 1.52
C 1.53704 1.07685 2.34246 0.33 -0.05 0.69
H 2.44081 1.49750 1.88415 -0.27 -0.03 0.21
H 1.80307 0.11455 2.81268 -0.02 0.46 -0.05
H 1.20956 1.75481 3.15488 0.34 -0.25 -0.36
C -1.51387 0.74609 3.06590 -0.32 -0.10 0.34
H -0.75945 0.94115 3.82737 0.00 -0.11 -0.01
H -1.95887 -0.24036 3.26084 0.11 0.22 0.01
H -2.31448 1.48840 3.21355 0.20 -0.25 -0.17
C -3.18765 1.37154 0.58311 -0.45 -0.23 -0.01
H -3.42155 2.17403 1.29673 0.15 -0.13 -0.13
H -3.74568 0.49004 0.91479 0.01 0.28 -0.13
H -3.56669 1.68142 -0.39068 -0.01 -0.07 0.06
C -1.31256 1.86175 -1.86961 -0.27 0.02 -0.57
H -1.88855 2.79092 -1.70064 0.25 -0.38 -0.10
H -1.96786 1.17178 -2.42406 0.11 0.30 0.12
H -0.46420 2.10582 -2.51427 -0.14 0.05 0.11
C 1.52221 2.28596 -0.61714 0.22 0.45 -0.33
H 1.16285 3.32834 -0.54780 0.12 -0.37 0.00
H 1.73049 2.09229 -1.67753 0.06 0.12 0.12
H 2.47190 2.24064 -0.07300 -0.21 0.01 -0.14
C 4.82982 -3.43137 -1.03554 1.13 0.30 0.85
C 5.37809 -2.27063 -0.63675 0.87 -1.41 0.16
C 6.26946 -1.44092 -1.50713 0.35 0.45 -0.16
C 5.72810 -1.20449 -2.93565 1.03 0.17 0.21
C 4.23976 -1.15983 -3.06159 -0.23 -0.28 -1.57
C 3.52725 -2.21806 -3.49192 0.73 0.77 -0.90
C 4.04760 -3.62470 -3.52694 0.35 -0.50 -0.17
C 5.03850 -4.02833 -2.39029 0.08 -0.76 -0.70
H 7.25901 -1.92221 -1.61278 -0.33 0.13 0.27
H 6.16941 -1.95238 -3.62091 -0.45 0.36 0.30
H 6.45782 -0.47804 -1.00661 -0.05 -0.25 -0.19
H 6.06816 -3.85112 -2.74648 -0.41 -0.02 0.34
H 4.35532 -4.09540 -0.30255 0.12 0.38 -0.26
H 5.36288 -1.95107 0.41158 -0.08 -0.26 -0.44
H 4.94553 -5.12384 -2.28057 0.17 0.42 -0.10
H 3.19278 -4.32636 -3.52149 0.30 0.29 -0.01
H 2.58200 -2.09308 -4.03150 0.30 0.09 0.74
H 4.56885 -3.81902 -4.48800 -0.35 0.14 0.37
H 6.12991 -0.23238 -3.27106 -0.22 -0.38 0.01
H 3.83026 -0.14183 -3.04072 0.03 -0.49 -0.21
P 2.51448 -2.00958 0.45104 -0.36 0.37 0.17
P 0.13834 -1.39063 -2.62088 -0.12 0.26 0.20
C 2.07470 -3.04900 -1.09061 1.25 0.14 -0.27
C 0.93778 -3.02310 -2.16271 -0.25 0.35 -0.48
H 2.23886 -4.09866 -0.79116 -0.17 0.51 -0.06
H 2.95874 -2.69692 -1.63232 -0.33 -0.61 0.00
H 1.33580 -3.40651 -3.10643 0.28 -0.33 0.38
H 0.15612 -3.72441 -1.86390 -0.27 0.31 -0.09
C -1.22529 -1.78663 -3.75984 -0.46 -0.16 0.17
H -1.94895 -0.96044 -3.72754 0.19 -0.27 -0.08
H -1.73670 -2.70840 -3.45611 0.09 0.26 -0.08
H -0.86030 -1.89361 -4.79450 0.07 0.01 0.47
C 1.12016 -0.27545 -3.68207 0.49 -0.24 -0.06
H 1.25895 -0.69016 -4.68715 -0.07 0.15 0.17
H 2.09879 -0.11397 -3.23784 -0.15 0.09 -0.10
H 0.64547 0.70683 -3.76428 -0.27 -0.31 0.11
C 3.43606 -2.78902 1.80531 0.22 -0.41 -0.05
H 3.59259 -2.02927 2.58192 -0.17 -0.06 -0.21
H 4.40791 -3.19533 1.51573 -0.28 0.09 0.01
H 2.81868 -3.59671 2.21413 0.05 0.20 -0.07
C 3.25985 -0.44929 -0.22773 0.61 -0.47 -0.36
H 2.54445 0.17366 -0.80230 0.01 -0.12 0.46
H 4.02706 -0.68147 -0.96851 -0.32 0.09 0.37
H 3.72762 0.14613 0.56858 -0.46 -0.16 -0.09
C 0.08202 -4.77076 1.54736 0.11 0.16 0.30
Si -0.65300 -3.11210 2.09011 -0.01 -0.88 0.74
C -2.12022 -3.64462 3.16814 -0.06 0.17 -0.19
C 0.39728 -2.19933 3.35686 0.18 -0.08 0.15
C -0.97228 -2.14181 0.51217 1.08 0.74 -0.59
Si -2.83122 -2.31857 0.16175 -0.94 -0.12 0.13
C -4.04045 -1.81540 1.53975 0.15 0.01 0.17
C -3.41748 -1.33917 -1.32659 0.06 0.00 -0.32
C -3.24120 -4.14204 -0.16831 0.22 0.20 -0.11
H 0.27090 -5.35708 2.45957 0.06 -0.01 -0.32
H 1.01856 -4.68468 0.98314 -0.10 -0.12 0.09
H -0.63942 -5.32991 0.93229 0.18 0.19 0.16
H -1.67168 -4.20063 4.00636 -0.07 0.13 -0.23
H -2.67641 -2.80199 3.59604 0.14 -0.23 -0.02
H -2.83342 -4.31345 2.67292 0.17 0.19 0.19
H 1.47041 -2.22588 3.14523 -0.27 0.13 0.16
H 0.09159 -1.15120 3.45633 0.09 -0.31 -0.01
H 0.23848 -2.68315 4.33485 0.11 0.17 -0.29
H -0.45893 -2.70852 -0.29247 -0.41 -0.69 0.15
H -4.89728 -1.29189 1.08710 0.28 -0.17 0.12
H -4.43639 -2.71056 2.03661 0.12 0.25 -0.10
H -3.62003 -1.16442 2.31390 -0.18 -0.13 -0.11
H -3.44170 -1.97392 -2.21808 -0.08 0.15 0.09
H -4.44301 -0.99140 -1.14110 0.26 -0.11 -0.11
H -2.79748 -0.46298 -1.53531 -0.12 -0.12 0.01
H -2.53902 -4.60355 -0.87352 -0.16 -0.01 -0.01
H -3.27294 -4.77109 0.72977 0.03 0.21 -0.24
H -4.24384 -4.15804 -0.62007 0.21 -0.07 0.06

---

113
Properties=species:S:1:pos:R:3:forces:R:3 method="wB97M-V/def2-TZVPD" lumo_ev=-0.06 e_tot_ha=-3268.4468
C -3.91094 -0.09856 -1.00250 0.24 -0.14 -1.03
C -2.55900 0.68394 -1.31875 -1.46 -0.03 -0.49
C -1.29946 -0.01176 -0.71683 -0.79 -0.44 0.06
C -1.53300 0.17838 0.82164 0.65 0.12 2.26
C -1.74625 1.45281 1.45957 0.07 -1.37 -0.38
C -1.95427 1.52274 2.85615 -0.15 1.72 0.25
N -1.95701 0.54069 3.78784 0.56 -0.23 -3.18
C -1.71263 -0.62417 3.15072 -0.05 -1.83 1.00
C -1.52200 -0.89295 1.77565 -0.22 1.17 -0.63
C -1.17012 -1.55666 -0.93600 1.53 1.86 0.78
O -1.92084 -2.39889 -1.27216 -0.31 -0.64 0.15
O 0.15312 -1.83132 -0.53203 0.17 -0.76 -1.50
C 1.07289 -0.72294 -0.64293 -0.53 -0.01 2.31
F 2.27572 -1.00184 -1.30034 -1.84 -0.34 -0.66
C 1.58157 -0.60814 0.84449 1.61 0.84 0.39
C 3.07762 -0.05007 0.96067 -1.10 0.18 1.27
C 3.34715 0.68301 2.33957 0.61 0.52 -0.14
O 4.30613 1.41318 2.45327 -0.78 -0.40 -0.34
O 2.49159 0.54202 3.44078 -0.16 0.09 -1.67
C 0.13941 0.35355 -1.30325 -1.00 1.66 0.27
C 0.11604 0.50181 -2.89677 -0.04 0.15 0.85
I 2.01474 1.53320 -3.46958 0.30 -0.78 -1.41
C -0.01830 -0.66016 -3.88705 0.87 -0.76 -0.83
C 0.73040 -2.00817 -3.65783 0.09 -0.36 -1.04
I -2.07564 -1.22608 -4.45537 0.36 0.40 0.13
P 0.67031 2.17536 -0.95297 1.01 1.35 0.03
N 1.07576 2.44888 0.70602 -0.35 0.40 0.51
O -0.68186 3.18713 -1.22390 0.72 -1.03 1.16
H -4.70684 0.60345 -0.67474 0.67 -0.53 0.09
H -3.76638 -0.96483 -0.32755 -0.23 0.74 -0.14
H -4.27786 -0.52735 -1.96954 0.28 0.19 0.80
H -2.55294 0.80950 -2.42102 0.42 -0.21 0.69
H -2.73521 1.71074 -0.92528 0.76 -0.81 -0.16
H -1.75084 2.37504 0.85506 -0.15 -0.60 0.58
H -2.11966 2.54310 3.27330 0.09 -0.76 -0.37
H -1.65719 -1.50328 3.83408 -0.07 0.67 -0.54
H -1.36308 -1.94206 1.46484 -0.06 0.78 0.32
H 1.62698 -1.63962 1.25597 -0.41 0.62 -0.43
H 0.98541 0.02181 1.52655 -0.09 -0.52 -0.71
H 3.81709 -0.87848 0.92051 -0.40 0.68 -0.31
H 3.28947 0.73291 0.19534 0.12 -0.80 0.50
H 2.10286 1.43263 3.55455 0.19 -0.43 0.37
H -0.64745 1.28363 -3.12673 0.64 -0.64 0.14
H 0.37231 -0.29254 -4.86820 -0.58 -0.05 0.85
H 0.62082 -2.57113 -4.62124 0.00 0.44 0.77
H 1.83503 -1.87506 -3.55735 -0.94 0.12 0.35
H 0.29492 -2.67576 -2.88948 0.43 0.64 -0.20
H 2.08812 2.59017 0.77163 -0.38 -0.07 -0.30
H 0.66959 3.31057 1.07931 -0.14 -0.47 0.21
H -0.70899 3.81283 -0.47748 -0.25 -0.13 -0.48
C -3.62466 -4.84685 1.82454 -0.08 0.00 0.11
C -2.10960 -4.82555 1.89285 -0.19 0.15 -0.49
O -1.55261 -5.06568 0.60324 0.12 -0.09 0.12
H -3.97604 -5.80972 1.44851 0.06 0.00 0.06
H -4.06355 -4.67122 2.80923 -0.03 0.03 -0.04
H -3.99111 -4.08094 1.13558 0.02 0.06 0.08
H -1.74644 -5.60432 2.56396 0.09 0.12 -0.14
H -1.74863 -3.85909 2.25993 -0.06 -0.07 0.25
H -1.86678 -4.37002 0.01049 0.10 -0.06 -0.03
C 2.74431 2.96936 -8.07843 0.04 0.06 -0.07
C 2.41924 1.50649 -7.84977 -0.29 0.32 -0.15
O 1.20616 1.37072 -7.11380 -0.07 -0.22 0.15
H 2.83918 3.49361 -7.12519 0.07 -0.08 0.00
H 3.67539 3.07939 -8.63433 -0.03 0.03 0.04
H 1.94097 3.46108 -8.63552 0.01 -0.07 -0.06
H 3.21118 1.02484 -7.27557 -0.15 -0.05 0.08
H 2.31329 0.97889 -8.80349 0.19 -0.02 -0.02
H 0.50493 1.78802 -7.62675 0.07 -0.04 0.06
C -1.42301 -4.41655 7.26098 -0.07 -0.15 0.06
C -0.53218 -3.29933 6.76235 -0.32 0.05 0.23
O -1.31740 -2.28199 6.14741 0.10 0.10 -0.22
H -1.99341 -4.83854 6.43250 0.13 -0.04 -0.01
H -0.83426 -5.20981 7.72489 -0.05 -0.02 -0.02
H -2.14599 -4.04337 7.99260 0.11 0.03 0.08
H 0.16802 -3.67707 6.01750 -0.09 0.12 -0.07
H 0.04199 -2.85680 7.58333 0.10 -0.12 0.01
H -1.92981 -1.94154 6.80902 0.06 0.00 -0.10
C 4.19475 4.86396 5.13539 0.07 0.07 0.07
C 2.87199 4.12294 5.10388 0.56 -0.10 0.07
O 2.23784 4.30995 3.85147 -0.47 -0.12 -0.47
H 4.03845 5.93105 4.96527 -0.05 -0.03 0.08
H 4.69565 4.72992 6.09595 0.04 0.00 -0.05
H 4.85610 4.50635 4.34203 0.02 -0.10 0.09
H 2.21117 4.49656 5.88630 -0.15 -0.02 -0.19
H 3.02656 3.05061 5.26339 0.05 0.03 0.22
H 2.83675 3.96386 3.17800 0.03 0.11 0.09
C -7.65557 3.31009 0.00451 -0.06 -0.06 0.06
C -6.14005 3.32639 0.06168 -0.22 0.21 -0.29
O -5.58705 3.00759 -1.21259 0.19 -0.12 0.06
H -8.01501 2.32908 -0.31130 0.05 0.00 0.08
H -8.08648 3.54609 0.97942 -0.03 0.02 -0.05
H -8.02262 4.03608 -0.72583 0.01 0.07 0.09
H -5.77678 2.58611 0.77564 0.11 -0.02 -0.13
H -5.77385 4.31164 0.36885 -0.04 -0.03 0.18
H -5.90052 3.66797 -1.84075 0.05 -0.09 0.03
C 6.94623 5.79690 -9.16784 -0.02 0.07 -0.08
C 5.90067 5.18604 -8.25421 0.41 -0.12 0.01
O 5.90050 3.76620 -8.37167 -0.07 -0.04 -0.01
H 6.75505 5.51937 -10.20601 -0.07 0.04 0.04
H 6.94693 6.88577 -9.08869 0.05 -0.02 -0.01
H 7.94347 5.42673 -8.91583 -0.01 0.09 0.07
H 4.90508 5.54099 -8.52215 -0.02 -0.17 0.03
H 6.09360 5.45360 -7.21024 -0.08 0.17 -0.02
H 6.77795 3.45277 -8.12488 -0.10 0.00 -0.04
C -0.34980 -8.75606 4.84478 -0.05 -0.09 0.06
C -1.04615 -7.45802 4.48302 0.43 -0.14 -0.09
O -0.27249 -6.34258 4.91161 -0.08 0.19 0.09
H -0.19299 -8.81730 5.92335 -0.09 0.01 -0.02
H -0.93798 -9.61830 4.52474 0.06 -0.01 -0.01
H 0.63552 -8.80982 4.37454 -0.07 -0.04 -0.09
H -2.01978 -7.39824 4.97090 0.07 0.17 0.03
H -1.19605 -7.38502 3.40170 -0.14 -0.20 0.01
H 0.58242 -6.39456 4.46882 -0.09 0.03 0.03

---

no.,gap between HOMO and LUMO (hartree),strongest force on any atom (eV/Å)
1,0.1623,2.82
2,0.2581,5.97
3,0.2619,3.24